Entry 1:
The following is a quantum chemistry calculation of C9H15ClGdINO2PS as an isolated structure, from OMol25.

Cartesian coordinates (Å):
C 1.37617 -0.00256 0.15315
C 1.75919 1.10632 -0.81078
H 2.25737 -0.53606 0.51850
H 0.75818 -0.75207 -0.35246
H 0.83574 0.41064 1.01599
O 2.03303 2.25125 -0.50000
I -1.27114 1.24168 -1.22645
Gd -2.25265 -1.23849 0.67659
P 2.00710 0.55945 -2.56918
C 1.72314 1.94543 -3.67406
C 3.72886 0.09763 -2.55370
H 1.30996 -1.77194 -2.61359
H 1.34031 -0.94607 -4.22355
H -0.01060 -0.69436 -3.06620
C 1.06469 -0.85668 -3.16267
H 3.86197 -0.89731 -2.10728
H 4.07447 0.06101 -3.59614
H 2.22664 1.67086 -4.60922
H 2.15385 2.85858 -3.25947
H 4.33096 0.82508 -2.00100
H 0.64055 2.06910 -3.83302
C -0.96582 1.69743 1.87532
O -0.66153 2.35605 2.75787
Cl -0.79763 -3.13272 0.01168
S -0.77683 -1.67122 4.70025
C -1.85322 -0.32643 5.01474
C -2.54879 0.03855 3.91024
N -2.27899 -0.81999 2.81600
C -1.34728 -1.79269 3.10336
H -1.92775 0.15238 5.97917
H -3.24607 0.85890 3.76704
H -1.13349 -2.64614 2.43007

Spin multiplicity: 8
E_LUMO (alpha / beta), eV: -7.3241 / -9.8538
Gap between HOMO and LUMO (alpha / beta), eV: 8.2 / 5.5
<S²>: 16.137
Charge: +2
ΔE to the lowest compared entry with this formula, charge and spin, kcal per mole: 0.0

Results of the Löwdin charge analysis, in e, for atoms 1 through 4:
1. C -0.147
2. C -0.647
3. H 0.109
4. H -0.026

Entry 2:
The following is a quantum chemistry calculation of an isolated molecule of C9H15ClN3O4PS, from OMol25.

Cartesian coordinates (Å):
O -2.26005 3.51381 -1.69669
C -2.01433 2.95194 -0.66295
C -2.84014 1.75366 -0.20548
N -2.24667 1.07068 0.93837
C -1.49355 0.00579 0.84982
N -1.10674 -0.51833 -0.40320
C 0.36275 -0.67283 -0.10954
C 1.14047 -1.50857 -1.12014
C 2.08750 -0.64387 -1.96768
C 1.39359 0.58819 -2.56619
S 1.84715 2.17347 -1.76862
C 0.43279 -1.00155 1.42266
C 1.43468 0.02481 1.99493
O 0.90208 0.98420 2.57423
O 2.58071 -0.24023 1.68500
P 0.99727 -2.73373 1.91939
O -0.49453 -3.41922 2.12410
Cl 1.39814 -2.35685 3.89337
N -0.93701 -0.63287 1.88815
H -1.17978 3.26073 -0.00464
H -3.85150 2.07034 0.05007
H -2.88970 1.06183 -1.04336
H -2.39705 1.44071 1.86676
H -1.52850 -1.44522 -0.47355
H 0.73149 0.35380 -0.15817
H 1.72120 -2.27793 -0.61199
H 0.42731 -2.02047 -1.77682
H 2.93241 -0.35879 -1.34031
H 2.46822 -1.26944 -2.77835
H 0.31042 0.49391 -2.46675
H 1.62116 0.71682 -3.62203
H 2.36786 1.67179 -0.64168
H -1.13890 -3.03687 1.52124
H -0.77878 0.00030 2.69005

E_LUMO, eV: -0.3551
Gap between HOMO and LUMO, eV: 8.4

Results of the natural (NBO) charge analysis, in e, for atoms 1 through 4:
1. O -0.479
2. C 0.424
3. C -0.343
4. N -0.513

| no. | E (eV) |
| --- | --- |
| 1 | -76728.93455 |
| 2 | -54882.93770 |